Here is 8 unconnected molecules or ions with the total composition C28H40F6O23PS2 at a distorted geometry from the Open Molecules 2025 dataset. Energies are from ωB97M-V with the def2-TZVPD basis set.

```
! RIJCOSX wB97M-V def2-TZVPD def2/J DEFGRID3
* xyz 1 1
O -1.671 -4.689 -0.959
S -1.169 -4.669 -2.292
O -1.419 -5.842 -3.077
P -2.145 -3.097 -3.449
C -3.727 -3.862 -3.923
C -4.956 -3.065 -3.466
F -6.047 -3.751 -3.963
C -2.286 -1.475 -2.667
C -2.485 -1.473 -1.139
C -1.195 -1.486 -0.320
S 0.112 -0.343 -0.852
C 0.702 -4.477 -2.257
F 1.088 -5.588 -1.626
F 1.065 -3.418 -1.544
C 1.370 -4.424 -3.695
F 2.056 -3.287 -3.808
F 2.201 -5.444 -3.857
F 0.436 -4.467 -4.657
H -1.414 -2.921 -4.631
H -3.779 -4.872 -3.510
H -3.736 -3.945 -5.011
H -5.057 -3.021 -2.382
H -4.971 -2.074 -3.921
H -3.172 -1.026 -3.127
H -1.432 -0.889 -3.005
H -3.062 -2.355 -0.846
H -3.072 -0.595 -0.883
H -0.774 -2.482 -0.208
H -1.474 -1.180 0.685
H -0.451 0.417 -1.804
C 2.947 -4.369 1.732
C 4.264 -3.775 1.289
O 3.880 -2.446 0.888
C 2.740 -2.125 1.537
O 2.254 -1.040 1.566
O 2.222 -3.212 2.165
H 3.054 -5.082 2.546
H 2.398 -4.839 0.912
H 4.980 -3.709 2.101
H 4.717 -4.308 0.456
C -2.093 4.661 0.904
C -0.749 4.009 1.134
O -1.033 2.629 0.858
C -2.113 2.570 0.060
O -2.503 1.567 -0.463
O -2.697 3.775 -0.062
H -2.014 5.668 0.519
H -2.712 4.664 1.803
H 0.011 4.361 0.434
H -0.379 4.123 2.150
C 5.122 -2.645 6.278
C 6.024 -1.801 5.401
O 6.581 -2.780 4.513
C 5.741 -3.833 4.464
O 5.831 -4.732 3.685
O 4.776 -3.727 5.401
H 4.227 -2.123 6.606
H 5.641 -3.053 7.146
H 5.470 -1.069 4.811
H 6.813 -1.296 5.950
C -1.499 9.907 -1.235
C -1.996 8.678 -1.969
O -1.537 7.616 -1.119
C -1.372 8.115 0.123
O -1.165 7.446 1.091
O -1.475 9.455 0.127
H -2.155 10.767 -1.336
H -0.487 10.190 -1.526
H -3.084 8.634 -2.025
H -1.580 8.571 -2.966
C -1.305 -1.293 4.476
C -2.515 -1.857 5.193
O -3.536 -1.763 4.190
C -2.938 -1.741 2.984
O -3.503 -1.829 1.938
O -1.600 -1.603 3.108
H -0.368 -1.754 4.773
H -1.223 -0.210 4.578
H -2.389 -2.907 5.465
H -2.799 -1.290 6.076
C 2.185 -2.485 -8.114
C 1.043 -3.110 -7.338
O -0.064 -2.927 -8.217
C 0.416 -2.799 -9.488
O -0.255 -2.800 -10.461
O 1.766 -2.673 -9.466
H 3.142 -2.970 -7.941
H 2.285 -1.415 -7.921
H 1.190 -4.179 -7.171
H 0.853 -2.618 -6.387
C 0.472 7.137 4.064
C 0.386 7.733 5.453
O -0.233 6.676 6.196
C 0.006 5.506 5.558
O -0.234 4.430 5.998
O 0.556 5.733 4.339
H 1.346 7.468 3.509
H -0.421 7.323 3.467
H 1.368 7.938 5.885
H -0.219 8.634 5.500
*
```

Its total energy is -124033.4664 eV.

Here is C28H40N4O3S in the gas phase at a distorted geometry from the Open Molecules 2025 dataset. Energies are from ωB97M-V with the def2-TZVPD basis set.

```
! RIJCOSX wB97M-V def2-TZVPD def2/J DEFGRID3
* xyz 0 1
C 1.726 -3.544 -0.180
C 2.474 -2.732 -1.238
C 3.919 -3.162 -1.432
N 2.602 -1.320 -0.820
N 3.654 -1.057 -0.080
N 3.485 0.223 0.335
C 4.413 0.593 1.451
C 5.801 0.267 0.984
C 4.066 -0.216 2.673
C 2.313 0.756 -0.163
C 1.981 2.225 0.135
C 0.812 2.709 -0.713
C 3.163 3.124 -0.242
C 1.634 2.424 1.613
C 1.673 -0.277 -0.862
C 0.381 -0.375 -1.572
H 1.389 -4.471 -0.669
H 2.403 -3.810 0.644
H 0.856 -3.029 0.243
H 1.916 -2.701 -2.183
H 3.997 -4.145 -1.908
H 4.460 -2.431 -2.042
H 4.413 -3.195 -0.452
H 4.322 1.649 1.695
H 6.538 0.335 1.773
H 5.823 -0.753 0.604
H 6.135 0.942 0.189
H 4.756 -0.009 3.484
H 3.056 -0.004 3.035
H 4.142 -1.279 2.449
H -0.137 2.331 -0.320
H 0.741 3.802 -0.740
H 0.941 2.371 -1.747
H 4.053 2.891 0.338
H 3.394 2.988 -1.303
H 2.930 4.185 -0.064
H 2.510 2.367 2.264
H 1.206 3.430 1.731
H 0.899 1.683 1.939
H -0.022 0.666 -1.663
H 0.404 -0.829 -2.610
C -5.576 0.480 -5.824
O -4.605 -0.580 -5.677
C -3.845 -0.659 -4.544
C -2.701 -1.503 -4.630
C -1.835 -1.594 -3.562
C -2.088 -0.918 -2.359
C -1.192 -1.143 -1.132
N -1.623 -0.411 -0.025
S -1.075 -0.846 1.377
C -2.296 -0.181 2.520
C -2.092 1.109 3.016
C -3.002 1.613 3.948
C -4.089 0.861 4.387
C -4.984 1.453 5.438
C -4.286 -0.410 3.848
C -3.392 -0.954 2.922
O -0.958 -2.292 1.523
O 0.136 -0.078 1.667
C -3.178 -0.045 -2.296
C -4.068 0.080 -3.361
H -5.837 0.475 -6.887
H -6.471 0.277 -5.223
H -5.151 1.454 -5.553
H -2.515 -2.000 -5.571
H -0.933 -2.204 -3.644
H -0.864 -2.219 -1.013
H -1.264 1.719 2.678
H -2.865 2.616 4.335
H -5.817 0.795 5.684
H -4.425 1.650 6.362
H -5.391 2.419 5.116
H -5.147 -0.986 4.146
H -3.533 -1.939 2.491
H -3.364 0.538 -1.399
H -4.895 0.799 -3.334
*
```

Its total energy is -52620.1043 eV.

Here is 9 unconnected molecules or ions with the total composition C28H40N8O8S at a distorted geometry from the Open Molecules 2025 dataset. Energies are from ωB97M-V with the def2-TZVPD basis set.

```
! RIJCOSX wB97M-V def2-TZVPD def2/J DEFGRID3
* xyz 0 1
C -15.952 6.548 10.637
N -15.987 7.868 11.315
O -15.865 7.889 12.545
O -16.179 8.881 10.646
H -16.136 6.749 9.588
H -16.768 5.969 11.063
H -15.007 6.032 10.754
C -18.992 9.246 12.234
N -19.272 7.862 11.783
O -19.206 6.992 12.626
O -19.477 7.660 10.606
H -17.955 9.357 12.550
H -19.645 9.527 13.048
H -19.048 9.844 11.337
O -16.843 1.680 14.857
S -18.186 1.568 15.295
O -18.723 0.301 15.503
O -18.387 2.459 16.596
C -18.837 3.764 16.273
C -19.049 3.822 14.748
O -19.092 2.480 14.321
H -19.721 4.000 16.857
H -18.068 4.475 16.538
H -18.335 4.423 14.197
H -20.042 4.265 14.661
C -23.378 2.966 10.698
C -22.375 3.788 11.305
C -21.799 4.522 10.287
N -22.429 4.215 9.131
C -23.421 3.282 9.363
H -23.945 2.245 11.266
H -22.219 3.747 12.368
H -21.067 5.303 10.410
H -22.320 4.715 8.257
H -24.029 2.982 8.529
C -20.583 12.017 11.797
C -19.326 12.392 12.319
C -19.349 12.385 13.685
N -20.631 12.024 14.024
C -21.357 11.708 12.888
H -20.846 12.052 10.757
H -18.552 12.776 11.669
H -18.644 12.688 14.438
H -20.942 11.842 14.957
H -22.391 11.462 13.050
C -20.828 11.239 8.148
C -19.501 11.075 8.663
C -18.875 12.263 8.574
N -19.740 13.155 7.982
C -20.898 12.510 7.685
H -21.552 10.462 7.979
H -19.145 10.181 9.149
H -17.917 12.573 8.956
H -19.528 14.103 7.760
H -21.677 12.973 7.095
C -17.016 7.715 16.950
C -16.746 7.184 15.664
C -15.673 6.332 15.760
N -15.353 6.272 17.099
C -16.167 7.093 17.836
H -17.737 8.474 17.204
H -17.199 7.522 14.745
H -15.115 5.687 15.105
H -14.626 5.666 17.425
H -16.159 7.042 18.910
C -18.504 3.913 10.952
C -17.633 2.876 11.392
C -16.838 2.544 10.322
N -17.090 3.423 9.304
C -18.169 4.216 9.665
H -19.194 4.547 11.485
H -17.480 2.469 12.374
H -16.048 1.814 10.259
H -16.544 3.499 8.475
H -18.442 5.009 8.986
C -22.744 6.081 6.530
C -22.285 6.859 7.633
C -20.935 7.004 7.568
N -20.543 6.394 6.386
C -21.625 5.848 5.760
H -23.775 5.858 6.330
H -22.966 7.265 8.366
H -20.204 7.465 8.207
H -19.602 6.276 6.074
H -21.532 5.392 4.788
*
```

The SMILES is C[N+](=O)[O-].C[N+](=O)[O-].O=S1(=O)OCCO1.c1cc[nH]c1.c1cc[nH]c1.c1cc[nH]c1.c1cc[nH]c1.c1cc[nH]c1.c1cc[nH]c1. Its total energy is -68812.2339 eV.

Number 1: LUMO level -3.7 eV, Kohn-Sham gap 7.11 eV. Number 2: LUMO level 0.3 eV, Kohn-Sham gap 7.20 eV. Number 3: LUMO level -0.1 eV, Kohn-Sham gap 7.53 eV.